No. 1
Formula: C4H8BrN
Source: the Open Molecules 2025 dataset
Level of theory: ωB97M-V/def2-TZVPD

Positions of all 14 atoms, in Å:
C1 1.46 0.16 -0.19
C2 0.01 0.08 0.07
C3 -0.87 -0.55 -0.90
C4 -0.73 1.06 1.04
N1 1.00 -0.90 0.68
Br1 1.29 -2.56 0.04
H1 1.95 -0.18 -1.10
H2 2.05 0.92 0.40
H3 -1.75 -1.15 -0.55
H4 -0.21 -1.19 -1.69
H5 -1.51 0.17 -1.50
H6 -0.06 1.75 1.64
H7 -1.41 0.44 1.67
H8 -1.22 1.96 0.40

- multiplicity = 3
- HOMO energy (spin up / spin down) (eV) = -5.14 / -9.55
- HOMO-LUMO gap (spin up / spin down) (eV) = 6.00 / 7.21
- relative energy (zero: lowest compared OMol25 entry of this formula, charge and spin) (kcal/mol) = 66.9


No. 2
Formula: C4H8BrN2O
Source: the Open Molecules 2025 dataset
Level of theory: ωB97M-V/def2-TZVPD

Positions of all 16 atoms, in Å:
C1 -0.80 0.27 -1.38
C2 0.43 0.45 -0.51
Br1 2.14 0.67 -1.74
C3 0.42 1.61 0.41
N1 0.93 1.30 1.50
O1 1.18 -0.02 1.60
C4 0.71 -0.67 0.49
N2 -0.66 -1.23 0.99
H1 -0.89 -0.73 -1.41
H2 -0.65 0.67 -2.31
H3 -1.66 0.82 -1.05
H4 0.16 2.64 0.08
H5 1.38 -1.60 0.17
H6 -0.64 -1.12 1.98
H7 -0.68 -2.30 0.86
H8 -1.38 -0.77 0.31

- HOMO energy (eV) = -14.35
- total charge = +1
- HOMO-LUMO gap (eV) = 9.88
- relative energy (zero: lowest compared OMol25 entry of this formula, charge and spin) (kcal/mol) = 43.0


No. 3
Formula: C4H8BrO2S
Source: the Open Molecules 2025 dataset
Level of theory: ωB97M-V/def2-TZVPD

Positions of all 16 atoms, in Å:
Br1 3.55 -1.32 -1.07
C1 0.36 1.24 0.22
C2 0.22 0.10 1.26
C3 -0.96 -0.72 0.93
S1 -0.94 -0.81 -0.95
O1 -2.24 -0.50 -1.56
O2 -0.20 -1.98 -1.32
C4 0.15 0.60 -1.13
H1 1.27 1.82 0.39
H2 -0.43 1.96 0.41
H3 0.08 0.49 2.27
H4 1.14 -0.49 1.36
H5 -1.84 -0.15 1.21
H6 -1.04 -1.71 1.39
H7 -0.19 1.31 -1.88
H8 1.07 0.17 -1.52

- HOMO energy (eV) = -3.65
- total charge = -1
- HOMO-LUMO gap (eV) = 6.82
- relative energy (zero: lowest compared OMol25 entry of this formula, charge and spin) (kcal/mol) = 4.7


No. 4
Formula: C4H8BrO2S
Source: the Open Molecules 2025 dataset
Level of theory: ωB97M-V/def2-TZVPD

Positions of all 16 atoms, in Å:
Br1 2.23 -1.57 -1.24
C1 0.03 -0.36 1.29
C2 -0.91 -0.96 0.20
C3 -0.36 -0.56 -1.19
S1 0.30 1.22 -0.92
O1 -0.58 2.23 -1.49
O2 1.74 1.27 -1.31
C4 0.14 1.15 1.01
H1 0.99 -0.87 1.32
H2 -0.36 -0.57 2.29
H3 -1.92 -0.58 0.36
H4 -1.01 -2.04 0.30
H5 -1.03 -0.51 -2.05
H6 0.52 -1.18 -1.39
H7 -0.77 1.61 1.40
H8 0.99 1.71 1.41

- HOMO energy (eV) = -3.35
- total charge = -1
- HOMO-LUMO gap (eV) = 6.87
- relative energy (zero: lowest compared OMol25 entry of this formula, charge and spin) (kcal/mol) = 37.5


No. 5
Formula: C4H8Cl2In
Source: the Open Molecules 2025 dataset
Level of theory: ωB97M-V/def2-TZVPD

Positions of all 15 atoms, in Å:
C1 -1.52 0.47 1.72
C2 -1.80 -0.29 0.84
C3 -2.06 -1.29 -0.24
In1 -0.64 -0.86 -1.95
H1 -1.02 0.98 2.51
H2 -3.11 -1.22 -0.56
H3 -1.93 -2.30 0.18
H4 -0.88 0.88 -2.40
H5 -0.96 -1.86 -3.40
H6 1.04 -1.00 -1.36
C4 2.64 1.43 0.90
Cl1 1.01 1.22 1.60
Cl2 3.43 -0.12 0.59
H7 2.55 1.98 -0.03
H8 3.25 1.98 1.60

- HOMO energy (eV) = -4.38
- total charge = -1
- HOMO-LUMO gap (eV) = 7.44
- relative energy (zero: lowest compared OMol25 entry of this formula, charge and spin) (kcal/mol) = 4.3


No. 6
Formula: C4H8Cl2NO3S
Source: the Open Molecules 2025 dataset
Level of theory: ωB97M-V/def2-TZVPD

Positions of all 19 atoms, in Å:
C1 -1.26 1.21 0.49
C2 -1.66 -0.53 -1.51
C3 -1.01 -0.17 -0.13
C4 -0.31 -1.15 0.46
N1 0.26 -1.20 1.62
O1 3.65 1.70 -0.46
O2 1.35 0.95 -1.14
O3 1.85 1.23 1.26
S1 2.36 1.07 -0.11
Cl1 2.98 -0.98 -0.07
Cl2 -0.11 -2.77 -0.31
H1 -0.62 1.35 1.32
H2 -1.14 1.96 -0.34
H3 -2.33 1.13 0.73
H4 -1.53 -1.50 -1.84
H5 -2.67 -0.25 -1.51
H6 -1.13 0.03 -2.29
H7 1.23 -1.68 1.65
H8 0.09 -0.41 2.18

- HOMO energy (eV) = -4.17
- total charge = -1
- HOMO-LUMO gap (eV) = 7.54
- relative energy (zero: lowest compared OMol25 entry of this formula, charge and spin) (kcal/mol) = 0.0